1.
C15H22As7F42N3O | ωB97M-V with the def2-TZVPD basis set

Last column: Löwdin charge in e.
Cartesian coordinates (Å):
1 C 3.293 2.805 0.498  0.026
2 C 2.846 2.287 -0.829  -0.367
3 O 2.580 1.102 -1.007  0.152
4 N 2.298 3.315 -1.806  0.119
5 H 1.455 2.950 -2.226  0.178
6 H 2.016 4.079 -1.210  0.169
7 C 3.399 3.598 -2.891  0.071
8 H 3.321 1.895 1.097  0.107
9 H 2.655 3.489 1.057  0.108
10 H 4.259 3.309 0.478  0.111
11 H 3.118 4.352 -3.627  0.110
12 H 3.549 2.640 -3.389  0.107
13 H 4.372 3.823 -2.455  0.110
14 C -4.574 -4.818 0.469  0.058
15 N -5.460 -5.595 1.345  -0.074
16 C -6.792 -5.391 1.232  0.039
17 C -7.601 -6.103 2.074  0.035
18 C -7.134 -6.919 3.113  -0.129
19 C -5.748 -7.190 3.147  0.077
20 C -4.904 -6.487 2.226  0.083
21 C -8.064 -7.535 4.114  -0.134
22 C -7.973 -8.873 4.459  0.063
23 C -8.783 -9.383 5.495  0.034
24 N -9.755 -8.587 5.998  -0.073
25 C -9.901 -7.249 5.688  0.061
26 C -9.014 -6.732 4.739  0.055
27 C -10.611 -9.262 7.069  0.049
28 H -5.090 -4.698 -0.484  0.118
29 H -3.578 -5.260 0.441  0.119
30 H -4.459 -3.854 0.963  0.136
31 H -7.129 -4.716 0.460  0.163
32 H -8.678 -6.123 1.996  0.135
33 H -5.335 -7.815 3.925  0.132
34 H -3.831 -6.534 2.344  0.158
35 H -7.238 -9.455 3.923  0.136
36 H -8.783 -10.383 5.905  0.147
37 H -10.677 -6.673 6.170  0.150
38 H -9.069 -5.672 4.538  0.144
39 H -11.167 -8.487 7.597  0.101
40 H -10.016 -9.875 7.747  0.108
41 H -11.337 -9.873 6.533  0.109
42 As 9.273 4.304 -9.177  0.866
43 F 8.485 5.191 -10.488  -0.302
44 F 9.073 2.829 -10.128  -0.302
45 F 9.984 3.318 -7.858  -0.306
46 F 9.348 5.775 -8.087  -0.326
47 F 7.621 3.938 -8.547  -0.317
48 F 10.864 4.727 -9.889  -0.313
49 As 3.148 10.702 -0.646  0.915
50 F 4.072 10.989 0.900  -0.322
51 F 1.692 11.316 0.318  -0.350
52 F 2.138 10.608 -2.113  -0.306
53 F 4.649 10.306 -1.598  -0.314
54 F 2.792 8.973 -0.349  -0.306
55 F 3.525 12.407 -0.965  -0.318
56 As -5.093 3.659 -3.285  0.872
57 F -3.761 2.601 -3.838  -0.312
58 F -5.829 3.435 -4.878  -0.294
59 F -6.597 4.604 -2.740  -0.343
60 F -4.249 3.642 -1.689  -0.320
61 F -4.196 5.122 -3.769  -0.285
62 F -5.899 2.211 -2.689  -0.317
63 As -1.961 -1.274 5.935  0.892
64 F -1.722 -2.798 6.791  -0.302
65 F -3.550 -1.765 5.243  -0.340
66 F -2.128 0.310 5.069  -0.308
67 F -0.358 -0.677 6.521  -0.301
68 F -1.098 -1.943 4.504  -0.316
69 F -2.900 -0.612 7.351  -0.325
70 As 0.350 1.033 -10.395  0.951
71 F -0.784 0.019 -9.300  -0.350
72 F 0.581 -0.345 -11.486  -0.310
73 F 1.449 1.932 -11.540  -0.331
74 F 0.281 2.533 -9.384  -0.312
75 F 1.827 0.609 -9.428  -0.316
76 F -1.114 1.580 -11.339  -0.333
77 As 9.533 7.078 4.618  0.972
78 F 11.213 6.972 3.803  -0.347
79 F 10.272 7.156 6.264  -0.322
80 F 7.855 7.146 5.327  -0.330
81 F 8.787 6.963 2.942  -0.329
82 F 9.410 5.250 4.672  -0.330
83 F 9.470 8.869 4.465  -0.313
84 As 9.575 -2.687 0.616  0.918
85 F 10.914 -3.211 -0.504  -0.336
86 F 8.596 -3.892 -0.363  -0.342
87 F 8.112 -2.064 1.511  -0.320
88 F 10.693 -1.531 1.481  -0.318
89 F 9.252 -1.422 -0.562  -0.292
90 F 9.943 -3.988 1.786  -0.310

As for the energy above the lowest of the compared OMol25 structures with the same formula, charge and spin: 281.23 kcal/mol. The charge is -4. The value obtained for the HOMO energy is -4.66 eV.

=====

2.
CH3O2 | ωB97M-V with the def2-TZVPD basis set

Last column: Löwdin charge in e.
Cartesian coordinates (Å):
1 C -0.422 -0.030 -0.075  0.101
2 O 1.821 0.286 0.126  0.348
3 O 0.955 -0.386 -0.380  0.100
4 H -0.292 0.962 0.452  0.149
5 H -1.229 -0.105 -0.817  0.146
6 H -0.833 -0.727 0.694  0.157

As for the energy above the lowest of the compared OMol25 structures with the same formula, charge and spin: 141.27 kcal/mol. The charge is +1. The value obtained for the HOMO energy (alpha / beta) is -19.92 / -19.91 eV.

=====

- Which value of charge does entry 2 give?
  +1